{"formula": "C33H26As2N2O8Pd", "method": "ωB97M-V/def2-TZVPD", "species": ["Pd", "C", "C", "As", "C", "C", "C", "C", "C", "C", "C", "C", "C", "C", "C", "C", "As", "C", "C", "C", "C", "C", "C", "C", "C", "C", "C", "C", "C", "H", "H", "H", "H", "H", "H", "H", "H", "H", "H", "H", "H", "H", "H", "H", "H", "H", "H", "H", "H", "H", "H", "H", "H", "O", "C", "O", "C", "C", "C", "C", "C", "C", "O", "N", "O", "O", "N", "O", "O", "H", "H", "O"], "xyz": [[-0.4436, 0.1536, -0.1422], [-1.9827, 0.8814, -3.0860], [-0.8857, 1.9168, -3.3564], [-0.1466, 2.6711, -1.6512], [1.7370, 2.1162, -1.7761], [2.4307, 2.0428, -2.9822], [3.7433, 1.6000, -3.0187], [4.3816, 1.2247, -1.8424], [3.7048, 1.3095, -0.6346], [2.3897, 1.7600, -0.5990], [0.1411, 4.5092, -2.4295], [-0.9454, 5.1933, -2.9746], [-0.8357, 6.5048, -3.4149], [0.3751, 7.1766, -3.3057], [1.4621, 6.5207, -2.7446], [1.3431, 5.2069, -2.3100], [-1.2445, -0.5746, -2.0245], [0.1670, -1.1178, -3.3132], [-0.0408, -1.0914, -4.6912], [0.9783, -1.4254, -5.5709], [2.2222, -1.8054, -5.0749], [2.4296, -1.8536, -3.7056], [1.4089, -1.5110, -2.8253], [-2.4909, -2.0305, -2.2659], [-3.8540, -1.7813, -2.1484], [-4.7651, -2.8179, -2.2946], [-4.3173, -4.1099, -2.5397], [-2.9558, -4.3631, -2.6328], [-2.0423, -3.3274, -2.4914], [-2.4366, 0.5003, -4.0061], [-2.7592, 1.3096, -2.4560], [-1.2957, 2.7631, -3.9076], [-0.0830, 1.4986, -3.9585], [1.9430, 2.3304, -3.9062], [4.2636, 1.5316, -3.9672], [5.4018, 0.8601, -1.8704], [4.1883, 1.0121, 0.2875], [1.8729, 1.8151, 0.3536], [-1.9084, 4.6958, -3.0481], [-1.6994, 7.0062, -3.8373], [0.4672, 8.2012, -3.6460], [2.4114, 7.0347, -2.6426], [2.2067, 4.7135, -1.8741], [-1.0084, -0.8032, -5.0875], [0.8048, -1.3898, -6.6408], [3.0235, -2.0631, -5.7582], [3.3919, -2.1541, -3.3090], [1.5640, -1.5702, -1.7498], [-4.1914, -0.7759, -1.9290], [-5.8264, -2.6179, -2.2035], [-5.0286, -4.9208, -2.6459], [-2.6001, -5.3716, -2.8075], [-0.9785, -3.5262, -2.5565], [2.2843, -3.3651, 1.3139], [1.6548, -2.2958, 1.3029], [0.9682, -1.8450, 0.3510], [1.7405, -1.4499, 2.5959], [2.2972, -2.0746, 3.6720], [2.4920, -1.4246, 4.9056], [2.1847, -0.0885, 5.0476], [1.6551, 0.5875, 3.9724], [1.3058, -0.0527, 2.7008], [0.6940, 0.5780, 1.8242], [1.4528, 2.0132, 4.1681], [1.3415, 2.7415, 3.2002], [1.4281, 2.4389, 5.3239], [3.0631, -2.1293, 6.0182], [3.2424, -1.5266, 7.0759], [3.3535, -3.3123, 5.8813], [2.6024, -3.1028, 3.5393], [2.3751, 0.4303, 5.9730], [-2.3036, 0.3695, -0.4196]], "forces_ev_per_a": [[1.812, -0.807, 2.137], [0.220, 0.120, -0.357], [-0.276, 0.007, 0.186], [0.086, 0.557, -0.212], [-0.094, -0.047, -0.099], [-0.043, -0.016, -0.001], [0.024, -0.007, 0.010], [-0.018, -0.001, 0.031], [0.029, 0.015, -0.027], [-0.018, 0.033, 0.026], [0.084, -0.097, 0.019], [-0.071, -0.031, 0.019], [0.028, 0.030, 0.001], [-0.015, -0.033, 0.009], [-0.003, 0.040, -0.010], [0.056, -0.114, 0.034], [-1.387, 0.570, -0.961], [-0.031, -0.294, 0.054], [-0.017, -0.020, -0.014], [0.064, -0.013, 0.018], [-0.056, 0.029, -0.038], [0.058, -0.002, 0.021], [-0.019, 0.014, 0.110], [0.120, -0.123, 0.231], [-0.054, 0.028, -0.062], [0.019, -0.008, -0.010], [0.001, -0.002, 0.009], [-0.003, -0.040, 0.005], [-0.026, 0.065, -0.096], [0.099, 0.080, -0.090], [0.008, -0.109, 0.038], [0.014, 0.039, -0.006], [0.113, -0.039, -0.002], [-0.021, -0.001, -0.026], [0.001, -0.001, -0.005], [-0.005, -0.004, 0.005], [0.003, -0.013, 0.003], [-0.009, -0.024, -0.021], [0.012, 0.013, -0.005], [0.000, -0.003, -0.001], [0.000, 0.001, -0.001], [-0.004, -0.005, 0.000], [-0.052, 0.020, -0.034], [-0.006, -0.001, -0.012], [0.004, -0.003, -0.002], [0.001, -0.005, -0.003], [0.004, -0.006, -0.002], [0.015, 0.005, 0.003], [0.051, -0.016, 0.062], [-0.001, -0.007, -0.004], [-0.002, -0.002, -0.002], [-0.008, -0.003, 0.013], [-0.020, 0.003, 0.013], [0.020, -0.076, 0.025], [0.074, 0.108, 0.123], [-0.009, 0.372, -0.310], [-0.046, 0.180, -0.112], [0.026, -0.026, 0.137], [0.023, -0.082, 0.009], [0.033, 0.003, -0.030], [-0.007, -0.016, -0.154], [0.263, -0.241, 0.376], [-0.277, 0.209, -0.280], [-0.089, -0.036, -0.084], [0.104, 0.013, 0.064], [-0.040, 0.045, 0.044], [-0.020, -0.012, -0.036], [0.006, 0.002, 0.004], [-0.003, 0.014, 0.006], [0.012, 0.010, 0.008], [-0.005, 0.002, -0.001], [-0.733, -0.235, -0.739]], "de_lowest_ev": 1.4103, "total_charge": -2, "e_lumo_ev": 4.21, "e_tot_ha": -6583.8072, "orbital_gap_ev": 6.4}